DFT (the ωB97M-V functional and the def2-TZVPD basis) results for a molecular structure, C30H91CaN15O6P5 at a distorted geometry.

XYZ file:
```
148
Properties=species:S:1:pos:R:3
Ca -2.0557 0.8106 -1.9261
O -0.3886 0.7063 -0.4895
H 0.5545 0.7241 -0.2350
O -3.7222 2.2049 -1.2208
P -3.8177 3.5278 -0.5165
N -5.0493 3.5892 0.6918
C -5.1707 4.4818 1.8307
C -6.2132 2.8390 0.4754
N -4.2508 4.7023 -1.6652
C -4.5462 4.3614 -3.0700
C -4.7867 5.9765 -1.2369
N -2.3611 4.1240 0.1649
C -1.8790 3.3956 1.3909
C -1.3112 4.4516 -0.7214
H -5.6392 4.0562 2.7181
H -5.7520 5.3855 1.6478
H -4.1498 4.7532 2.0993
H -6.9221 2.8720 1.3028
H -5.9128 1.8137 0.2595
H -6.6860 3.2173 -0.4309
H -3.8484 4.8866 -3.7222
H -4.2843 3.3187 -3.2494
H -5.5623 4.7166 -3.2417
H -4.3622 6.2299 -0.2655
H -4.5747 6.7749 -1.9481
H -5.8712 5.9408 -1.1341
H -1.1853 4.1107 1.8331
H -2.6210 3.3923 2.1893
H -1.4281 2.4192 1.2136
H -1.6957 5.2999 -1.2878
H -1.0453 3.5636 -1.2948
H -0.4760 4.7845 -0.1051
O 5.9660 1.9319 2.0002
P 4.7175 2.7594 2.0812
N 3.6999 2.8126 0.7084
C 4.3469 2.9921 -0.5793
C 2.3405 3.3557 0.7409
N 4.8961 4.3927 2.4158
C 3.9021 5.1667 3.2436
C 5.9910 5.1649 1.9162
N 3.5898 2.2316 3.3601
C 2.8211 1.0373 3.0387
C 4.0053 2.3160 4.7764
H 4.6025 4.0478 -0.6702
H 3.6958 2.6844 -1.3975
H 5.2433 2.3766 -0.6545
H 1.9350 3.6663 1.7037
H 1.7246 2.5905 0.2684
H 2.3710 4.2627 0.1372
H 3.7003 6.1877 2.9198
H 2.9584 4.6219 3.2177
H 4.1601 5.1341 4.3021
H 6.9844 4.8623 2.2473
H 5.9381 5.3033 0.8364
H 5.9076 6.2201 2.1764
H 2.5849 0.9698 1.9767
H 3.4951 0.2031 3.2331
H 1.8987 0.9221 3.6080
H 4.2877 1.3096 5.0855
H 3.2413 2.6550 5.4761
H 4.7901 3.0151 5.0653
O -0.8569 -0.9891 -3.1914
P 0.1915 -1.6794 -3.9988
N 0.1421 -1.3240 -5.7343
C 0.8401 -2.0550 -6.7330
C -0.3254 0.0331 -6.1857
N 0.1127 -3.4052 -3.9017
C 0.5716 -4.0368 -2.6236
C -0.9614 -4.1001 -4.6243
N 1.8608 -1.2607 -3.5179
C 3.0756 -1.9508 -4.1439
C 2.1152 0.0846 -3.0248
H 1.3263 -2.8802 -6.2128
H 1.5483 -1.3986 -7.2387
H 0.1317 -2.5148 -7.4221
H 0.1058 0.7766 -5.5153
H -1.4080 0.0287 -6.0595
H 0.0451 0.2192 -7.1938
H 0.0833 -3.6512 -1.7287
H 0.3408 -5.1019 -2.6024
H 1.6113 -3.8539 -2.3521
H -2.0198 -3.8936 -4.4650
H -0.6493 -4.0280 -5.6662
H -0.9413 -5.1624 -4.3810
H 3.2274 -2.8990 -3.6283
H 3.0261 -2.1551 -5.2135
H 4.0289 -1.4326 -4.0400
H 1.2303 0.7146 -2.9343
H 2.7971 0.5781 -3.7173
H 2.5146 -0.0602 -2.0210
O 2.1635 -4.8338 -0.0356
P 2.7411 -3.8970 1.0150
N 1.8658 -3.8767 2.5022
C 0.9852 -4.9616 2.8380
C 1.8268 -2.7397 3.4915
N 2.9382 -2.2675 0.5015
C 3.9184 -2.1384 -0.5207
C 1.7213 -1.4896 0.3298
N 4.2394 -4.4684 1.4784
C 5.0767 -3.8231 2.5101
C 4.9048 -5.6263 0.8405
H 1.0567 -5.8482 2.2080
H 0.0276 -4.4413 2.8187
H 1.2472 -5.2707 3.8499
H 1.9136 -3.0092 4.5441
H 0.9596 -2.0891 3.3785
H 2.5691 -1.9601 3.3203
H 4.9103 -2.4109 -0.1601
H 3.6898 -2.7220 -1.4125
H 3.9369 -1.0994 -0.8495
H 1.2210 -1.3177 1.2828
H 1.9953 -0.4969 -0.0276
H 1.1554 -2.0027 -0.4477
H 6.1508 -3.7686 2.3328
H 4.8938 -2.7504 2.4477
H 4.8288 -4.3664 3.4219
H 4.2617 -6.1564 0.1381
H 5.1994 -6.3225 1.6257
H 5.8327 -5.2659 0.3962
O -3.2148 -0.6839 -0.6126
P -3.5937 -1.5909 0.5292
N -3.4729 -0.9161 2.0887
C -3.9924 0.4571 2.3306
C -3.4587 -1.7394 3.3029
N -2.5478 -3.0380 0.6079
C -1.1287 -2.7290 0.9353
C -2.5771 -3.8793 -0.4974
N -5.1491 -2.2870 0.5172
C -5.6285 -3.2698 1.4773
C -6.2323 -1.5623 -0.1410
H -3.7921 0.8115 3.3417
H -5.0414 0.5311 2.0440
H -3.4861 1.1327 1.6411
H -4.4614 -1.8093 3.7245
H -2.9311 -1.2732 4.1350
H -3.1361 -2.7518 3.0597
H -0.7709 -2.0242 0.1847
H -1.0137 -2.3621 1.9552
H -0.5219 -3.6249 0.8044
H -3.5895 -4.0377 -0.8689
H -2.0611 -3.4163 -1.3385
H -2.1597 -4.8606 -0.2715
H -4.8974 -4.0772 1.5196
H -5.7567 -2.7722 2.4386
H -6.4744 -3.8280 1.0762
H -6.5701 -0.7952 0.5558
H -7.1167 -2.1392 -0.4114
H -5.9999 -1.2705 -1.1652
```

Summary:
Total charge ... +1
Orbital gap ... 7.3801 eV
E_LUMO ... -0.0883 Eh
Highest occupied orbital energy ... -9.78 eV

Atomic partial charges in e from the Löwdin method, atoms 1 to 4:
1 Ca 1.42
2 O -0.55
3 H -0.10
4 O -0.44